Computed, not measured: one molecule with the formula C22H26N4O2S in a non-equilibrium geometry, with the ωB97M-V functional and the def2-TZVPD basis.

The SMILES is COc1ccccc1-c1nnc(SCCN2CCOCC2)n1-c1ccc(C)cc1. The gap between HOMO and LUMO is 8.369 eV.

Structure (XYZ):
```
55
Properties=species:S:1:pos:R:3:forces:R:3:nbo_charge:R:1
C 1.6908 3.1855 1.6139 -0.1 0.2 0.1 -0.25
O 1.8646 1.8932 1.0889 0.4 -0.4 -0.2 -0.52
C 2.9945 1.2006 1.4048 0.1 -0.1 -0.1 0.41
C 4.0602 1.7191 2.1285 -0.2 0.2 0.0 -0.32
C 5.1951 0.9556 2.3474 0.0 -0.1 0.0 -0.18
C 5.2909 -0.3269 1.8390 0.2 0.0 0.0 -0.25
C 4.2301 -0.8587 1.1293 -0.2 0.1 0.0 -0.14
C 3.0723 -0.1189 0.9254 0.1 0.3 0.2 -0.17
C 1.9715 -0.7231 0.1921 -0.2 -0.1 -0.3 0.32
N 2.1013 -1.4410 -0.8902 1.2 0.4 0.4 -0.27
N 0.8860 -1.8326 -1.2959 -1.0 -0.3 -0.2 -0.34
C 0.0137 -1.3466 -0.4537 0.0 -0.1 0.0 0.17
S -1.7002 -1.6000 -0.5001 -0.5 -0.2 0.1 0.26
C -1.8152 -2.6294 -2.0007 0.3 0.3 0.0 -0.53
C -1.4617 -1.9093 -3.3096 0.1 -0.1 0.1 -0.23
N -2.3252 -0.8528 -3.7693 -0.2 0.0 0.1 -0.45
C -2.2581 0.4037 -3.0487 -0.3 0.4 -0.3 -0.25
C -2.9317 1.4734 -3.9107 0.4 0.0 0.2 -0.07
O -4.2757 1.1399 -4.1741 -0.2 0.1 0.1 -0.52
C -4.3611 -0.1067 -4.8236 -0.1 -0.4 0.0 -0.07
C -3.7096 -1.2161 -3.9932 0.0 0.3 -0.2 -0.25
N 0.6385 -0.6266 0.5288 0.3 -0.4 -0.8 -0.41
C 0.0658 -0.0309 1.6641 -0.4 0.1 0.7 0.23
C -1.0301 0.8127 1.5392 0.2 -0.1 0.0 -0.23
C -1.5699 1.4019 2.6655 0.0 -0.1 0.1 -0.20
C -1.0326 1.1681 3.9261 0.1 0.0 0.0 -0.01
C -1.6350 1.8030 5.1417 -0.1 -0.1 0.0 -0.63
C 0.0599 0.3164 4.0346 0.0 0.1 0.0 -0.20
C 0.6065 -0.2866 2.9182 -0.1 -0.1 -0.2 -0.23
H 0.7104 3.5105 1.2695 0.1 0.0 0.0 0.20
H 2.4535 3.8772 1.2428 0.0 0.0 0.0 0.18
H 1.7020 3.1760 2.7085 0.0 0.0 0.0 0.18
H 4.0193 2.7239 2.5181 0.0 0.1 0.0 0.22
H 6.0122 1.3781 2.9130 0.1 0.0 0.0 0.21
H 6.1837 -0.9114 1.9980 0.1 -0.1 0.0 0.22
H 4.2754 -1.8575 0.7245 0.0 -0.1 0.0 0.23
H -2.8430 -2.9907 -2.0054 0.0 -0.1 0.1 0.22
H -1.1299 -3.4629 -1.8563 -0.1 -0.1 -0.1 0.25
H -1.4504 -2.6791 -4.0897 0.1 0.0 0.0 0.20
H -0.4489 -1.5102 -3.2189 -0.1 -0.1 -0.1 0.24
H -1.2117 0.6653 -2.8807 0.0 0.0 0.1 0.21
H -2.7819 0.3578 -2.0798 0.1 0.1 -0.1 0.18
H -2.9517 2.4355 -3.3956 0.1 0.0 0.0 0.19
H -2.3797 1.5731 -4.8572 0.0 0.0 0.1 0.16
H -5.4248 -0.3028 -4.9699 0.1 0.0 0.0 0.19
H -3.8587 -0.0522 -5.8012 -0.1 0.0 0.1 0.17
H -3.7502 -2.1584 -4.5434 0.0 0.0 0.0 0.20
H -4.2715 -1.3247 -3.0488 0.0 -0.1 0.0 0.16
H -1.4434 1.0151 0.5633 0.0 0.0 -0.1 0.23
H -2.4199 2.0607 2.5634 -0.1 0.1 0.0 0.21
H -2.4642 1.1950 5.5046 -0.1 0.0 0.1 0.22
H -2.0226 2.7927 4.9109 0.0 0.1 0.0 0.22
H -0.9032 1.8859 5.9416 0.0 0.0 0.1 0.22
H 0.4890 0.1183 5.0063 0.0 0.0 0.1 0.21
H 1.4544 -0.9491 3.0134 0.0 -0.1 0.0 0.23
```
Positions in Å, forces in eV/Å.



Computed, not measured: one molecule with the formula C22H26N4O4 in a non-equilibrium geometry, with the ωB97M-V functional and the def2-TZVPD basis.

The SMILES is C/C=C/C(=O)N1C[C@]2(CC(c3cccc(NC(=O)/C(C)=C/C)c3)=NO2)C[C@H]1C(N)=O. The gap between HOMO and LUMO is 9.027 eV.

Structure (XYZ):
```
56
Properties=species:S:1:pos:R:3:forces:R:3:nbo_charge:R:1
C -4.8641 -3.9746 -1.7611 0.0 0.0 0.0 -0.65
C -4.9616 -2.5675 -1.2855 0.0 0.0 0.2 -0.11
C -5.0476 -2.2117 -0.0096 -0.1 -0.2 -0.1 -0.31
C -5.2614 -0.8306 0.4729 0.0 0.1 -0.1 0.66
O -6.1217 -0.5901 1.3171 0.0 -0.2 0.2 -0.66
N -4.5071 0.1548 -0.0558 0.1 0.1 0.1 -0.42
C -3.3172 0.0167 -0.8595 0.6 0.0 -0.4 -0.25
C -2.3600 1.0571 -0.2533 -0.3 -0.1 0.3 0.31
C -1.5594 0.5307 0.9475 0.1 0.1 -0.3 -0.51
C -0.1494 0.6390 0.4050 -1.1 0.1 -0.2 0.17
C 1.0437 0.2327 1.1216 0.7 -0.2 0.4 -0.08
C 0.9627 -0.2193 2.4387 -0.2 0.1 -0.3 -0.22
C 2.1139 -0.5901 3.1093 0.2 0.0 0.0 -0.20
C 3.3420 -0.5224 2.4819 -0.1 0.0 0.0 -0.23
C 3.4348 -0.0799 1.1599 -0.4 0.1 0.0 0.15
N 4.7037 -0.0315 0.5838 0.3 -0.1 0.3 -0.60
C 5.0484 0.2168 -0.7199 0.1 0.0 0.4 0.66
O 4.2483 0.3967 -1.6120 -0.1 0.0 -0.1 -0.59
C 6.5231 0.2266 -0.9604 0.2 0.1 0.0 -0.10
C 6.9381 -0.2518 -2.3191 -0.1 0.0 0.0 -0.65
C 7.3876 0.7012 -0.0623 -0.1 0.0 -0.1 -0.15
C 8.8629 0.7749 -0.2844 0.0 0.0 0.0 -0.66
C 2.2829 0.2999 0.4844 0.0 0.0 0.0 -0.18
N -0.1203 1.1444 -0.7650 1.0 -0.2 0.2 -0.06
O -1.3625 1.4428 -1.2159 -0.7 0.2 -0.2 -0.36
C -3.3165 2.2086 0.0633 0.1 -0.1 -0.2 -0.45
C -4.6335 1.5298 0.4328 -0.2 0.4 0.1 -0.14
C -5.8461 2.2190 -0.2364 0.2 -0.2 0.4 0.67
N -7.0160 1.8065 0.2731 -0.6 -0.1 0.1 -0.82
O -5.7291 3.0462 -1.1115 0.1 0.3 -0.4 -0.62
H -3.9673 -4.1018 -2.3671 0.0 -0.1 -0.1 0.22
H -5.7196 -4.2133 -2.3922 0.0 -0.1 -0.1 0.23
H -4.8342 -4.6724 -0.9284 0.0 -0.1 0.0 0.22
H -4.9796 -1.8146 -2.0627 0.0 0.2 0.0 0.20
H -5.1065 -2.9605 0.7692 0.0 -0.1 0.1 0.22
H -3.5107 0.2943 -1.9020 0.1 -0.1 0.0 0.21
H -2.9238 -0.9994 -0.8233 0.0 0.1 0.0 0.23
H -1.6871 1.1545 1.8340 0.0 0.0 0.0 0.23
H -1.8182 -0.4977 1.2036 0.0 0.0 0.1 0.23
H 0.0101 -0.2772 2.9417 -0.1 0.0 0.0 0.21
H 2.0539 -0.9363 4.1305 0.0 0.0 0.1 0.22
H 4.2374 -0.8142 3.0133 0.1 0.0 0.0 0.20
H 5.4600 -0.2687 1.2104 -0.1 0.0 -0.2 0.40
H 7.3887 -1.2425 -2.2541 0.1 -0.1 0.0 0.22
H 7.6627 0.4238 -2.7678 0.1 0.0 -0.1 0.22
H 6.0607 -0.3081 -2.9584 0.1 0.0 -0.1 0.25
H 7.0347 1.1092 0.8761 -0.2 0.0 0.1 0.20
H 9.2280 -0.1260 -0.7732 0.1 0.0 0.0 0.22
H 9.3893 0.9065 0.6572 0.1 0.0 0.0 0.22
H 9.1046 1.6218 -0.9281 0.1 0.1 0.0 0.23
H 2.3297 0.6444 -0.5342 0.1 0.0 0.0 0.27
H -2.9463 2.8600 0.8521 0.0 0.0 0.0 0.22
H -3.4667 2.8058 -0.8398 0.0 0.0 0.1 0.26
H -4.8131 1.4981 1.5142 0.0 0.0 -0.1 0.23
H -7.8712 2.1366 -0.1443 0.1 0.0 0.0 0.40
H -7.0343 1.0028 0.8935 0.0 0.1 -0.1 0.43
```
Positions in Å, forces in eV/Å.



Computed, not measured: one molecule with the formula C22H26N4O4S in a non-equilibrium geometry, with the ωB97M-V functional and the def2-TZVPD basis.

The SMILES is COc1cc(NS(=O)(=O)c2ccc(NC(=O)[C@]34C[C@H]5C[C@H](C[C@H](C5)C3)C4)cc2)ncn1. The gap between HOMO and LUMO is 9.460 eV.

Structure (XYZ):
```
57
Properties=species:S:1:pos:R:3:forces:R:3:nbo_charge:R:1
C 4.0984 4.1619 1.2832 -0.1 0.4 -0.1 -0.26
O 4.4649 2.8042 1.4605 0.1 -0.4 0.1 -0.48
C 4.8417 2.1428 0.3670 0.1 -0.3 -0.6 0.56
C 5.2210 0.8055 0.4886 0.0 0.3 -0.1 -0.40
C 5.5872 0.1678 -0.6890 -0.3 1.2 0.4 0.41
N 5.9582 -1.1506 -0.6996 0.0 -0.9 0.4 -0.85
S 5.3007 -2.2752 0.3830 0.1 0.1 -0.5 2.32
O 5.5859 -3.5447 -0.2100 -0.1 0.1 -0.3 -0.93
O 5.7776 -1.9987 1.7003 -0.2 0.3 0.0 -0.92
C 3.5602 -1.9041 0.2775 0.6 -0.2 0.2 -0.37
C 2.9263 -2.0713 -0.9396 -0.2 0.0 -0.1 -0.17
C 1.5910 -1.7454 -1.0558 0.1 0.0 0.1 -0.24
C 0.8834 -1.2537 0.0468 0.4 -0.1 0.2 0.18
N -0.4588 -0.9432 -0.1406 -0.1 -0.1 -0.5 -0.61
C -1.3814 -0.5280 0.7829 -0.3 0.0 -0.3 0.71
O -1.1187 -0.3511 1.9510 0.1 0.0 0.3 -0.61
C -2.8048 -0.3280 0.2555 0.2 0.0 0.3 -0.13
C -3.3232 0.9945 0.8408 -0.1 0.0 0.1 -0.40
C -4.7928 1.1887 0.4806 -0.1 0.2 0.0 -0.22
C -4.9360 1.2312 -1.0394 0.0 0.0 0.0 -0.40
C -4.4338 -0.0855 -1.6270 0.0 0.0 -0.3 -0.20
C -5.2620 -1.2429 -1.0710 0.0 0.0 0.0 -0.40
C -5.1160 -1.2825 0.4493 -0.1 -0.2 0.1 -0.22
C -5.6166 0.0323 1.0443 0.1 0.0 0.0 -0.40
C -3.6476 -1.4854 0.8185 -0.1 0.0 0.0 -0.40
C -2.9590 -0.2977 -1.2669 -0.1 0.1 0.0 -0.41
C 1.5380 -1.0977 1.2694 -0.2 0.0 0.1 -0.20
C 2.8772 -1.4233 1.3770 0.1 -0.1 -0.1 -0.17
N 5.5919 0.8035 -1.8685 0.2 -0.6 -0.2 -0.52
C 5.2304 2.0668 -1.8524 0.0 -0.1 -0.1 0.29
N 4.8422 2.7722 -0.8087 -0.2 0.4 0.6 -0.55
H 4.9291 4.7334 0.8649 -0.1 0.0 0.0 0.19
H 3.2427 4.2447 0.6103 0.1 0.0 0.1 0.19
H 3.8413 4.5315 2.2733 0.0 0.0 0.0 0.20
H 5.2508 0.3087 1.4402 0.0 0.0 0.2 0.26
H 6.1927 -1.5167 -1.6101 -0.1 -0.2 -0.1 0.43
H 3.4806 -2.4631 -1.7775 0.0 0.0 -0.2 0.23
H 1.0867 -1.8710 -2.0034 0.0 0.0 -0.1 0.21
H -0.7866 -1.0751 -1.0865 0.0 0.1 0.2 0.41
H -2.7288 1.8233 0.4475 0.1 0.1 0.0 0.21
H -3.1940 0.9760 1.9237 0.0 0.0 0.0 0.24
H -5.1460 2.1327 0.9089 0.0 -0.1 0.0 0.21
H -5.9820 1.3822 -1.3137 0.0 0.0 0.0 0.21
H -4.3597 2.0659 -1.4453 0.0 0.1 0.0 0.20
H -4.5302 -0.0586 -2.7186 0.0 0.0 0.1 0.21
H -4.9243 -2.1875 -1.5042 0.0 -0.1 0.0 0.20
H -6.3116 -1.1094 -1.3404 -0.1 0.0 0.0 0.21
H -5.7033 -2.1149 0.8517 0.0 0.0 0.0 0.21
H -6.6717 0.1726 0.7999 -0.1 0.0 0.0 0.21
H -5.5238 0.0067 2.1317 0.0 0.0 0.1 0.21
H -3.2871 -2.4352 0.4135 0.0 -0.1 0.0 0.21
H -3.5323 -1.5172 1.9033 0.1 0.0 0.0 0.23
H -2.6438 -1.2469 -1.7120 0.1 0.0 0.0 0.20
H -2.3606 0.5122 -1.6938 0.1 0.0 0.0 0.21
H 0.9920 -0.7257 2.1198 0.0 0.0 0.0 0.26
H 3.4030 -1.3147 2.3118 0.0 0.1 0.1 0.24
H 5.2415 2.5844 -2.8030 0.0 0.0 -0.1 0.18
```
Positions in Å, forces in eV/Å.



Number 1: electronic energy -44125.81186 eV. Number 2: electronic energy -37386.13183 eV. Number 3: electronic energy -48223.45021 eV.